119
Properties=species:S:1:pos:R:3:forces:R:3:lowdin_charge:R:1 method="wB97M-V/def2-TZVPD" total_energy_ev=-77076.9882 e_homo_ev=-10.776 total_charge=+1 homo_lumo_gap_ev=8.83
C -3.2325 5.8210 -3.5883 0.110 -0.025 0.111 -0.11
C -2.6441 5.5882 -4.9905 -0.174 0.042 -0.048 -0.26
C -2.7708 4.1437 -5.4826 0.161 0.049 -0.062 -0.23
C -1.6627 3.2150 -4.9543 -0.001 -0.015 0.172 -0.21
C -2.1443 1.8421 -4.4596 -0.139 -0.029 -0.258 -0.21
C -1.1323 0.7066 -4.6890 0.187 0.064 0.193 -0.20
C -1.0416 -0.3346 -3.5486 -0.054 -0.009 -0.308 -0.19
C -1.1624 -1.8144 -3.9794 0.258 0.087 0.117 -0.19
C 0.1276 -2.6249 -3.7691 0.086 0.066 0.139 -0.20
C -0.0903 -4.1256 -3.5102 -0.120 -0.059 -0.247 -0.20
C 0.3078 -4.5904 -2.1132 -0.042 -0.026 0.008 -0.22
C 1.7933 -4.4288 -1.7960 0.035 -0.128 -0.087 -0.21
C 2.1279 -4.4399 -0.2994 0.084 -0.303 0.057 -0.27
C 3.3137 -3.5457 0.0774 -0.074 -0.122 0.187 -0.26
Si 3.0555 -1.6885 0.0668 0.181 -0.395 -0.540 0.52
O 3.8704 -1.0692 1.3583 -0.322 0.424 -0.209 -0.29
Si 4.1388 0.5544 1.6867 0.097 0.037 0.143 0.53
C 4.2391 0.7193 3.5439 0.143 0.032 0.078 -0.21
C 5.5390 1.2610 4.1876 -0.025 -0.105 0.230 -0.29
C 5.3886 2.6500 4.8015 -0.016 -0.004 0.041 -0.12
C 2.7128 1.5798 1.0393 0.031 0.250 0.057 -0.22
C 2.7405 3.0563 1.4956 -0.093 -0.140 -0.022 -0.22
C 1.3376 3.5739 1.8612 0.183 0.125 0.099 -0.10
C 0.5234 3.9167 0.6460 0.599 0.097 0.100 -0.54
O -0.3847 3.2758 0.2111 -0.749 -0.260 -0.130 0.11
O 0.9735 5.0483 0.0496 -0.156 0.466 0.381 0.10
C 5.7202 1.0591 0.7800 0.003 0.036 -0.106 -0.37
C 6.1504 2.5063 0.9563 -0.153 0.066 -0.189 -0.06
F 6.7633 0.1943 1.1929 0.004 0.014 0.066 -0.08
P 0.8275 -1.2288 0.3530 0.238 0.240 0.711 0.69
N 0.3650 -1.0473 1.8732 -0.026 -0.077 -0.046 -0.34
B 3.6381 -0.9293 -1.7332 0.198 0.112 0.169 -0.71
O 4.9239 -1.0505 -2.1953 -0.063 -0.180 -0.045 0.14
O 2.7154 -0.3170 -2.5107 -0.208 -0.076 0.020 -0.05
C 2.9906 0.0394 -3.8702 0.025 0.051 0.040 -0.04
H -3.8296 4.9646 -3.2670 -0.030 0.036 -0.013 0.07
H -2.4676 5.9801 -2.8257 0.034 -0.068 -0.047 0.06
H -3.8781 6.6991 -3.5651 -0.002 -0.015 -0.011 0.07
H -1.5901 5.8773 -5.0098 -0.020 0.031 -0.047 0.10
H -3.1487 6.2448 -5.7021 -0.008 -0.006 0.022 0.10
H -3.7532 3.7490 -5.2065 0.001 0.063 0.040 0.10
H -2.7453 4.1490 -6.5752 -0.016 -0.096 0.013 0.11
H -0.9114 3.0661 -5.7345 -0.041 0.040 -0.027 0.11
H -1.1411 3.7186 -4.1336 0.039 -0.051 -0.007 0.11
H -2.3944 1.8994 -3.3968 0.001 0.075 -0.014 0.10
H -3.0772 1.6061 -4.9816 0.007 -0.102 0.083 0.11
H -1.3584 0.1999 -5.6305 0.009 0.063 -0.016 0.11
H -0.1479 1.1658 -4.8217 0.002 -0.053 -0.039 0.09
H -1.8214 -0.1074 -2.8179 0.070 -0.028 0.064 0.10
H -0.0762 -0.2017 -3.0528 -0.113 0.027 0.198 0.08
H -1.4328 -1.8461 -5.0371 -0.191 -0.177 0.062 0.11
H -1.9588 -2.3039 -3.4125 -0.073 0.049 -0.063 0.10
H 0.6629 -2.1882 -2.9167 -0.022 -0.039 -0.045 0.08
H 0.7868 -2.4911 -4.6306 0.031 0.090 0.039 0.12
H 0.4430 -4.7269 -4.2517 0.019 0.016 0.024 0.11
H -1.1516 -4.3538 -3.6476 0.036 -0.054 -0.078 0.11
H 0.0535 -5.6501 -2.0192 -0.107 0.038 0.130 0.12
H -0.3030 -4.0547 -1.3751 0.065 0.014 -0.009 0.08
H 2.3147 -5.2722 -2.2586 0.115 0.152 -0.122 0.12
H 2.2025 -3.5343 -2.2808 -0.126 0.089 0.112 0.10
H 2.3915 -5.4627 -0.0165 -0.117 -0.004 0.043 0.11
H 1.2414 -4.2001 0.2982 0.046 0.150 -0.025 0.08
H 4.1421 -3.7729 -0.6045 0.044 0.028 0.072 0.09
H 3.6662 -3.8055 1.0809 0.020 0.057 -0.005 0.08
H 4.0481 -0.2884 3.9254 -0.047 0.002 -0.052 0.08
H 3.3905 1.3266 3.8791 -0.018 -0.050 -0.012 0.08
H 5.8240 0.5823 4.9943 0.043 -0.016 -0.061 0.10
H 6.3695 1.2464 3.4807 0.015 -0.010 0.032 0.08
H 6.2313 2.8834 5.4537 0.054 0.026 -0.104 0.07
H 4.4911 2.6919 5.4239 -0.007 0.042 -0.054 0.07
H 5.3231 3.4423 4.0513 -0.074 -0.025 0.002 0.06
H 1.8168 1.1154 1.4678 -0.040 -0.074 -0.140 0.05
H 2.6268 1.5441 -0.0516 -0.096 -0.165 0.018 0.09
H 3.3794 3.2043 2.3703 0.003 -0.080 -0.006 0.09
H 3.1565 3.6783 0.7015 0.053 0.062 0.093 0.11
H 1.4398 4.4739 2.4705 -0.056 0.039 -0.077 0.13
H 0.7832 2.8312 2.4349 0.075 -0.046 -0.036 0.12
H 0.2316 5.4799 -0.4001 0.160 -0.327 -0.364 0.13
H 5.5949 0.8764 -0.2942 0.023 -0.069 0.020 0.11
H 5.9636 2.9079 1.9518 0.155 -0.082 0.050 0.05
H 5.6006 3.1318 0.2484 -0.002 -0.013 0.026 0.08
H 7.2094 2.5990 0.7123 0.001 0.015 0.072 0.09
H 0.5604 -0.0915 -0.4290 -0.100 -0.021 -0.204 -0.02
H 0.0683 -2.1988 -0.3341 0.005 0.058 -0.207 -0.04
H 1.1387 -1.1992 2.5123 -0.009 -0.006 -0.011 -0.04
H 5.5081 -1.5802 -1.6411 -0.018 0.165 -0.032 0.11
H 3.3689 -0.8211 -4.4216 0.011 0.023 0.002 0.10
H 3.7232 0.8450 -3.9133 0.001 -0.022 -0.005 0.10
H 2.0513 0.3730 -4.3052 0.027 -0.003 -0.017 0.08
C -2.2198 -3.7607 1.9770 0.012 0.026 0.030 -0.09
C -2.5260 -2.2737 1.8174 -0.103 -0.075 -0.045 -0.24
C -2.6587 -1.4837 3.1103 -0.006 0.057 -0.025 -0.13
N -4.0529 -1.2980 3.6864 0.066 0.030 0.113 -0.27
C -4.7562 -2.6205 3.8071 -0.076 -0.009 -0.013 -0.11
C -6.1908 -2.4863 4.2878 -0.027 0.054 -0.030 -0.16
C -6.9791 -1.5634 3.3621 0.011 0.003 -0.001 -0.17
C -6.2865 -0.2091 3.2338 -0.027 -0.059 0.041 -0.16
C -4.8384 -0.3656 2.8003 -0.053 0.031 -0.014 -0.10
C -3.8744 -0.6772 5.0315 -0.018 -0.017 -0.010 0.02
H -3.0697 -4.3536 2.3178 0.004 0.016 0.029 0.06
H -1.9025 -4.1789 1.0215 0.001 -0.001 -0.004 0.07
H -1.4009 -3.9019 2.6842 0.022 -0.006 -0.022 0.08
H -3.3751 -2.1250 1.1454 -0.001 0.060 0.025 0.11
H -1.6611 -1.7965 1.3633 -0.022 -0.098 -0.137 0.04
H -2.2779 -0.4724 2.9684 0.061 -0.017 0.013 0.12
H -2.0629 -1.9520 3.8937 -0.011 0.003 0.018 0.13
H -4.7477 -3.0565 2.8098 0.036 -0.012 0.006 0.13
H -4.1463 -3.2382 4.4658 0.006 -0.023 -0.021 0.15
H -6.6267 -3.4856 4.2960 0.015 -0.014 -0.003 0.13
H -6.2315 -2.1292 5.3188 0.011 0.004 0.003 0.12
H -7.9963 -1.4337 3.7288 -0.002 0.002 0.008 0.12
H -7.0563 -2.0267 2.3737 0.004 0.000 -0.004 0.12
H -6.3529 0.3453 4.1722 0.007 -0.006 0.008 0.12
H -6.7848 0.4072 2.4850 0.019 0.009 -0.015 0.13
H -4.3041 0.5838 2.8078 0.008 0.000 -0.037 0.14
H -4.7886 -0.7794 1.7950 0.010 -0.012 0.001 0.13
H -3.3193 0.2495 4.9090 0.020 -0.006 0.005 0.12
H -3.3122 -1.3655 5.6575 0.005 0.000 0.002 0.12
H -4.8357 -0.4714 5.4865 -0.009 0.008 -0.006 0.10